Run 1
Below is a single C2H4N4 molecule, with properties calculated with the ωB97M-V functional and the def2-TZVPD basis.

Structure (XYZ):
```
10
Properties=species:S:1:pos:R:3:lowdin_charge:R:1
N -0.2170 -0.8071 1.7426 0.18
C -0.6283 -0.7034 0.4666 -0.56
N -1.5693 -0.5042 -0.3316 0.22
N -0.0754 1.6221 -1.3384 0.10
C 0.5731 0.5558 -1.1506 -0.32
N -0.0275 -0.6833 -0.7855 0.01
H 0.6609 -1.2827 1.8972 0.11
H -0.9285 -0.9761 2.4381 0.11
H 0.5587 2.3578 -1.6487 0.04
H 1.6534 0.4210 -1.2897 0.11
```

Summary:
- HOMO level: -0.340 Eh


Run 2
Below is a molecular structure, C2H4N4, with properties calculated with the ωB97M-V functional and the def2-TZVPD basis.

Structure (XYZ):
```
10
Properties=species:S:1:pos:R:3:lowdin_charge:R:1
N 2.1707 0.1833 -0.0929 0.17
C 0.9186 -0.2756 -0.2264 -0.64
N 0.3042 -1.3442 -0.4136 0.27
N -2.0561 -0.6914 0.2700 0.08
C -1.4511 0.3919 0.0087 -0.34
N -0.2136 0.3870 -0.6192 0.10
H 2.2956 1.1599 0.1050 0.10
H 2.8779 -0.4758 0.1878 0.11
H -2.9681 -0.5210 0.6794 0.04
H -1.8775 1.4002 0.1055 0.11
```

Summary:
- HOMO level: -0.337 Eh


Which one sits at the bottom of the stability order? run 2 does.


Run 1
Below is a single C2H4N4 molecule, with properties calculated with the ωB97M-V functional and the def2-TZVPD basis.

Structure (XYZ):
```
10
Properties=species:S:1:pos:R:3:lowdin_charge:R:1
C 0.8803 0.7628 0.5550 -0.18
C 0.3874 -0.1062 -0.5791 -0.42
N -1.7172 -0.6355 0.2280 -0.10
N -1.9410 0.4984 0.3882 0.19
N -0.5409 -1.0718 -0.1249 -0.02
N 0.0389 1.2401 -0.5115 0.07
H 0.4837 0.5866 1.5366 0.08
H 1.8876 1.1864 0.5777 0.09
H 0.9476 -0.4939 -1.4278 0.14
H -0.4263 -1.9669 -0.6423 0.16
```

Summary:
- HOMO level (alpha / beta): -0.325 / -0.325 Eh


Run 2
Below is a single C2H4N4 molecule, with properties calculated with the ωB97M-V functional and the def2-TZVPD basis.

Structure (XYZ):
```
10
Properties=species:S:1:pos:R:3:lowdin_charge:R:1
C 1.7380 0.2509 0.4136 -0.12
C -0.4526 -0.5027 -0.0676 -0.11
N 4.2325 0.6294 0.3318 0.14
N 3.1455 0.0655 0.1330 -0.45
N 3.7343 -0.7480 -0.6364 0.16
N 0.9490 -0.5734 -0.1227 0.01
H 1.4228 1.1288 1.1090 0.16
H -0.8508 -0.8394 0.8401 0.08
H -0.7188 0.5082 -0.1958 0.07
H -0.8321 -1.0733 -0.8842 0.08
```

Summary:
- HOMO level (alpha / beta): -0.315 / -0.321 Eh


Run 3
Below is a single C2H4N4 molecule, with properties calculated with the ωB97M-V functional and the def2-TZVPD basis.

Structure (XYZ):
```
10
Properties=species:S:1:pos:R:3:lowdin_charge:R:1
C -1.5879 -0.0280 0.0887 -0.04
N -0.1939 -0.2228 0.5960 -0.17
N 0.7892 0.9821 0.7076 0.11
C 1.8612 0.4416 0.2327 -0.20
N 1.6531 -0.9457 -0.2322 0.01
N 0.4406 -1.2013 -0.0112 -0.05
H -2.2985 -0.8454 0.3056 0.09
H -1.5632 0.1094 -0.9989 0.08
H -1.9531 0.8715 0.5674 0.07
H 2.8814 0.8407 0.0991 0.10
```

Summary:
- HOMO level: -0.388 Eh


Run 4
Below is a single C2H4N4 molecule, with properties calculated with the ωB97M-V functional and the def2-TZVPD basis.

Structure (XYZ):
```
10
Properties=species:S:1:pos:R:3:lowdin_charge:R:1
N 1.8527 -0.1565 0.1212 0.10
C 0.4777 -0.3184 0.3126 -0.53
N -0.2291 -1.2988 0.6625 0.20
N -2.0329 -0.4149 0.0648 0.06
N -1.5460 0.7272 -0.2365 -0.08
C -0.3152 0.9225 0.0380 -0.12
H 2.0204 0.3191 -0.7620 0.09
H 2.4243 -0.9896 0.1770 0.09
H -2.7040 -0.6901 -0.6809 0.10
H 0.0521 1.8995 0.3032 0.10
```

Summary:
- HOMO level (alpha / beta): -0.329 / -0.331 Eh


Which one sits at the bottom of the stability order? run 2 does.


Run 1
Below is a molecular structure, C2H4N4, with properties calculated with the ωB97M-V functional and the def2-TZVPD basis.

Structure (XYZ):
```
10
Properties=species:S:1:pos:R:3:lowdin_charge:R:1
N 1.5283 -0.6918 -0.1983 0.12
C 0.4826 -0.4243 0.5562 -0.16
C -0.4973 -0.2850 1.3541 -0.14
N -1.4117 -0.4143 0.2493 -0.05
N -1.5538 0.6570 -0.5674 -0.15
N -0.5121 1.1909 -1.0050 0.01
H 1.5970 -0.1770 -1.0669 0.09
H 1.9571 -1.6054 -0.1536 0.11
H -0.7663 -0.2368 2.4041 0.10
H -0.8239 1.9867 -1.5724 0.05
```

Summary:
- HOMO level (alpha / beta): -0.302 / -0.302 Eh


Run 2
Below is a single C2H4N4 molecule, with properties calculated with the ωB97M-V functional and the def2-TZVPD basis.

Structure (XYZ):
```
10
Properties=species:S:1:pos:R:3:lowdin_charge:R:1
C -0.8359 -0.7754 0.4942 -0.15
C -0.4220 0.0961 -0.6480 -0.21
N 1.6162 0.4452 0.3919 -0.11
N 1.5089 -0.7619 0.2826 0.01
N 0.7078 1.1416 -0.1087 0.00
N 0.2187 -1.1420 -0.3794 -0.07
H -0.5932 -0.2569 1.4412 0.12
H -1.7890 -1.2641 0.2585 0.11
H -0.8995 0.3704 -1.6694 0.15
H 0.4881 2.1472 -0.0629 0.14
```

Summary:
- HOMO level: -0.331 Eh


Which one sits at the bottom of the stability order? run 1 does.


Run 1
Below is a gas-phase ion, CH3N2O (charge +1), with properties calculated with the ωB97M-V functional and the def2-TZVPD basis.

Structure (XYZ):
```
7
Properties=species:S:1:pos:R:3:lowdin_charge:R:1
C 0.7389 -0.4841 -0.0155 0.27
N -0.0860 0.7899 -0.0749 0.14
N -1.0060 -0.0302 -0.0320 -0.14
O -2.1236 -0.2424 -0.0451 0.29
H 1.2425 -0.8546 -0.8364 0.09
H 1.0927 -1.0009 0.8397 0.11
H 0.1416 1.8224 0.1642 0.25
```

Summary:
- HOMO level: -0.614 Eh
- Charge: +1


Run 2
Below is a gas-phase ion, CH3N2O (charge +1), with properties calculated with the ωB97M-V functional and the def2-TZVPD basis.

Structure (XYZ):
```
7
Properties=species:S:1:pos:R:3:lowdin_charge:R:1
C 0.0275 -0.1940 0.0336 -0.35
N 0.9954 -0.8004 -0.7143 0.26
N -0.7722 0.8225 0.1442 0.31
O 0.2269 -1.3858 0.4355 0.21
H 2.0308 -0.9219 -0.5950 0.19
H -0.9060 1.8222 -0.0788 0.19
H -1.6024 0.6575 0.7748 0.19
```

Summary:
- HOMO level: -0.620 Eh
- Charge: +1


Which one sits at the bottom of the stability order? run 1 does.